Record 1
Density functional theory data (ωB97M-V/def2-TZVPD) for a 6-piece molecular cluster, C54H114N6O6 overall in a non-equilibrium geometry.

The geometry in XYZ format:
```
180
Properties=species:S:1:pos:R:3:forces:R:3:mulliken_charge:R:1
C 1.2801 -3.1489 0.0072 -0.492 -0.464 -0.718 -2.213
C 0.9033 -1.7729 0.5512 -0.846 -1.102 -0.644 1.785
C 1.2014 -1.7589 2.0395 1.022 0.435 0.974 -1.331
C 1.4760 -0.3830 2.6503 -0.040 -0.286 1.175 -0.654
C 2.4542 0.3875 1.7890 -0.945 0.048 -0.105 -1.132
C 1.9366 0.5496 0.3659 -0.108 0.038 0.169 3.209
N 1.7251 -0.8017 -0.1636 1.000 0.063 0.323 0.331
O 1.3402 -0.7454 -1.5271 -0.284 0.062 0.024 -0.498
C 0.7228 1.4645 0.3063 -0.723 1.216 -1.385 -2.096
C 3.0513 1.1934 -0.4539 0.158 0.477 -0.367 -3.011
C -0.6016 -1.5106 0.2957 0.446 0.682 0.344 -1.409
H 2.3522 -3.2327 -0.1674 0.002 0.057 -0.020 0.451
H 0.7276 -3.2858 -0.9275 0.419 -0.048 -0.205 0.487
H 0.9680 -4.0043 0.6128 -0.051 0.328 0.407 0.354
H 0.4319 -2.2647 2.6248 -0.205 -0.109 -0.340 0.288
H 2.1258 -2.3154 2.2382 -0.086 -0.207 -0.345 0.477
H 1.9653 -0.4980 3.6287 0.050 -0.418 -0.145 0.456
H 0.5555 0.1027 2.9940 -0.028 0.482 -0.865 0.330
H 3.3712 -0.2034 1.7404 0.210 0.262 0.115 0.497
H 2.6119 1.3848 2.1991 0.340 -0.047 0.045 0.099
H 0.2249 1.3799 -0.6707 0.164 -0.429 0.050 0.679
H -0.1042 1.4268 1.0152 0.451 -0.441 0.471 0.215
H 1.0365 2.5144 0.2455 0.150 -0.069 0.486 0.118
H 3.9136 0.5327 -0.5628 -0.092 -0.108 -0.005 0.543
H 2.7080 1.5186 -1.4401 -0.048 -0.278 -0.041 0.600
H 3.4060 2.1137 0.0182 -0.057 -0.077 0.218 0.147
H -0.8209 -1.2210 -0.7305 0.331 0.302 0.008 0.367
H -0.7649 -0.6830 0.9900 -1.045 -0.056 -0.255 0.564
H -1.2763 -2.3503 0.4550 0.356 -0.202 0.591 0.006
H 2.1690 -0.8630 -2.0002 0.027 -0.133 -0.014 0.356
C -0.3037 -6.9182 1.0694 0.806 -0.053 0.810 -2.058
C -0.6348 -8.4100 1.2102 -1.613 0.178 -0.580 2.068
C -1.9299 -8.6101 0.3839 0.501 -0.947 -0.806 -0.573
C -2.2255 -10.0745 0.0197 0.709 -0.197 2.051 -1.187
C -1.0146 -10.8303 -0.5218 -0.609 0.229 -0.238 -1.065
C 0.2896 -10.6142 0.2465 0.412 0.347 -0.449 1.303
N 0.4183 -9.1758 0.5470 0.339 0.225 0.142 0.194
O 1.6522 -8.9135 1.2061 0.114 -0.083 -0.261 -0.485
C 0.3690 -11.5269 1.4756 -0.913 0.120 0.099 -1.566
C 1.4371 -10.9252 -0.7244 0.494 0.139 0.317 -2.008
C -0.9449 -8.7641 2.6784 1.463 -0.112 -0.114 -1.798
H 0.7285 -6.7589 1.3918 -0.057 0.085 -0.021 0.529
H -0.9290 -6.3322 1.7462 -0.191 0.057 -0.229 0.143
H -0.3895 -6.5474 0.0509 -0.105 -0.136 -0.070 0.448
H -2.7735 -8.2649 0.9781 0.070 0.433 -0.240 -0.401
H -1.7858 -8.0726 -0.5572 -0.379 0.341 0.151 0.751
H -3.1186 -10.1711 -0.5919 0.049 -0.040 -0.137 0.508
H -2.4288 -10.5370 1.0012 -0.468 -0.173 -0.304 0.258
H -0.9006 -10.5370 -1.5685 0.341 -0.156 0.000 0.377
H -1.2036 -11.9052 -0.4634 -0.133 0.015 -0.370 0.472
H 0.2982 -12.5677 1.1598 0.290 -0.025 0.019 0.473
H 1.2491 -11.3880 2.1021 0.175 -0.105 -0.155 0.323
H -0.5031 -11.3443 2.1063 0.065 -0.103 0.094 0.402
H 1.4191 -10.1792 -1.5175 0.022 -0.092 -0.088 0.476
H 2.3949 -10.8315 -0.2082 -0.013 0.033 -0.062 0.368
H 1.4151 -11.9280 -1.1523 -0.358 -0.035 0.062 0.392
H -1.5608 -9.6546 2.7585 -0.264 0.143 0.167 0.368
H -1.3399 -7.9072 3.2186 -0.408 -0.112 -0.068 0.398
H 0.0125 -8.9845 3.1670 -0.149 -0.053 0.166 0.365
H 1.7473 -9.5618 1.9168 -0.097 0.025 0.149 0.355
C 5.4410 2.8448 -7.1179 -1.078 0.871 -0.975 -2.051
C 4.8110 2.8254 -5.7352 -0.761 -0.359 0.509 1.796
C 5.9174 2.5430 -4.7287 -0.228 0.208 0.741 -1.673
C 5.5194 2.9290 -3.3023 -0.283 0.115 -0.862 0.074
C 5.0999 4.3924 -3.2459 0.568 -0.545 0.919 -0.417
C 3.9553 4.7475 -4.1814 0.109 -0.207 -0.063 1.511
N 4.2554 4.1539 -5.4788 1.323 0.665 -0.268 0.412
O 3.4231 4.6028 -6.5115 -0.374 -0.119 0.249 -0.476
C 2.6271 4.2555 -3.5728 -0.262 0.352 0.403 -0.666
C 3.9442 6.2597 -4.3827 -0.779 0.491 -0.604 -1.844
C 3.7109 1.7483 -5.6523 -0.051 -0.806 -1.146 -1.602
H 5.9770 3.7866 -7.2567 0.615 -0.340 0.272 0.485
H 4.6552 2.9704 -7.8727 -0.053 -0.397 0.097 0.420
H 5.9990 1.9490 -7.3752 0.250 0.032 0.257 0.423
H 6.1047 1.4677 -4.6986 0.366 0.048 -0.496 0.488
H 6.7869 3.1159 -5.0567 0.237 -0.223 0.176 0.380
H 6.3465 2.7481 -2.6166 -0.075 -0.092 0.100 0.616
H 4.6690 2.2941 -3.0318 0.133 -0.023 0.306 -0.512
H 5.9888 5.0021 -3.4313 -0.148 0.149 -0.216 0.664
H 4.8176 4.5609 -2.1987 -0.222 0.443 -0.159 -0.693
H 1.8495 4.0238 -4.3051 0.125 -0.024 -0.104 0.418
H 2.7606 3.3898 -2.9227 0.024 -0.152 -0.215 -0.326
H 2.2040 5.0363 -2.9329 0.024 -0.004 -0.023 0.197
H 4.7954 6.5885 -4.9778 0.216 -0.138 0.220 0.492
H 3.0728 6.5458 -4.9814 -0.002 -0.050 0.095 0.402
H 3.8711 6.8452 -3.4651 0.185 -0.290 0.189 0.251
H 3.6837 1.1310 -4.7544 -0.036 0.397 0.281 0.247
H 3.8558 1.0313 -6.4724 0.130 -0.031 0.161 0.513
H 2.7204 2.1477 -5.8800 -0.009 0.146 0.338 0.217
H 2.5148 4.3471 -6.2779 0.007 -0.111 -0.103 0.384
C -4.1629 6.1232 2.4701 -0.681 1.136 -0.046 -2.055
C -3.6545 5.0200 1.5692 1.390 -0.489 1.204 1.996
C -4.7678 4.0087 1.3607 -1.010 -0.880 -0.568 -1.368
C -4.5493 3.0256 0.1982 0.802 0.768 -0.058 -0.497
C -4.0966 3.8212 -1.0373 -0.554 -0.522 0.487 -1.578
C -2.8702 4.7001 -0.8242 -0.148 -0.604 -0.232 2.008
N -3.1689 5.5586 0.3122 -1.099 0.827 -0.519 0.114
O -2.1946 6.5593 0.5110 0.142 -0.643 -0.011 -0.447
C -1.6109 3.8023 -0.6873 -0.353 0.650 -0.499 -1.096
C -2.7355 5.5649 -2.0652 0.710 0.299 -0.886 -1.941
C -2.5034 4.3305 2.3683 -0.587 -0.528 0.076 -1.480
H -4.7080 5.7305 3.3302 0.040 -0.247 -0.075 0.390
H -4.8527 6.7767 1.9232 -0.010 -0.145 -0.019 0.482
H -3.3948 6.7874 2.8687 0.250 -0.227 -0.168 0.295
H -4.8957 3.4393 2.2855 0.085 0.111 0.065 0.430
H -5.7496 4.4612 1.1800 0.256 0.521 0.057 0.383
H -5.4622 2.5208 -0.1133 -0.073 -0.216 0.477 0.428
H -3.8044 2.2897 0.5140 -0.079 -0.177 -0.290 0.160
H -4.9401 4.4715 -1.2897 0.092 0.048 -0.166 0.462
H -3.9521 3.1213 -1.8642 0.203 0.190 -0.122 0.372
H -0.7797 4.3821 -0.2780 0.121 -0.301 0.187 -0.003
H -1.8229 2.8983 -0.1277 0.233 0.038 0.255 0.049
H -1.3310 3.5094 -1.7002 0.152 -0.139 0.078 0.688
H -2.0192 6.3756 -1.9215 -0.213 0.119 0.145 0.258
H -2.3267 5.0008 -2.9121 -0.066 -0.268 0.229 0.392
H -3.6776 5.9577 -2.4468 -0.109 0.208 0.464 0.403
H -1.6327 4.9683 2.5113 0.076 -0.015 -0.268 0.170
H -2.2485 3.3845 1.8907 0.372 0.084 0.019 0.184
H -2.8558 4.0635 3.3694 -0.079 0.110 -0.030 0.540
H -1.3688 6.0689 0.6588 0.243 0.342 0.295 0.273
C -5.6242 -3.6775 3.4799 -0.451 -1.079 1.070 -1.653
C -4.3250 -4.4128 3.0466 -0.619 1.370 -0.441 1.367
C -4.3384 -5.8983 3.3629 0.348 -0.511 -0.698 -0.605
C -5.2529 -6.7084 2.4650 -1.414 0.591 0.092 -0.715
C -5.0256 -6.4274 0.9761 0.231 -0.680 0.929 -0.519
C -4.9084 -4.9625 0.6067 -0.069 0.554 -0.504 1.948
N -4.0963 -4.2694 1.6089 1.155 -1.029 -0.159 1.033
O -3.8936 -2.9278 1.2161 -0.411 0.125 0.240 -0.514
C -4.1292 -4.8848 -0.7093 0.236 -0.334 -0.463 -2.004
C -6.2885 -4.3208 0.4213 -0.384 -0.519 0.180 -2.024
C -3.1548 -3.7742 3.7833 0.982 -0.758 0.134 -1.929
H -6.3912 -4.4202 3.7430 -0.057 0.058 -0.360 0.336
H -6.0565 -3.0188 2.7386 0.266 0.229 -0.052 0.221
H -5.4860 -3.1701 4.4376 0.151 0.363 -0.249 0.432
H -3.3312 -6.2653 3.1279 0.120 0.068 0.552 -0.384
H -4.5973 -6.0312 4.4134 0.230 -0.125 0.062 0.487
H -6.2936 -6.4552 2.7239 0.067 0.059 -0.129 0.433
H -5.2168 -7.7826 2.6564 0.388 0.003 0.051 0.465
H -5.8582 -6.8853 0.4391 0.160 0.052 -0.321 0.443
H -4.0991 -6.9385 0.7044 -0.122 0.137 -0.241 -0.377
H -4.4120 -5.7084 -1.3729 -0.259 0.113 0.023 0.419
H -4.2717 -3.9546 -1.2579 -0.030 0.077 0.147 0.392
H -3.0597 -5.0333 -0.5325 -0.036 0.123 0.147 0.292
H -6.1875 -3.2384 0.4235 -0.199 0.039 0.038 0.341
H -6.7898 -4.6380 -0.4970 0.363 0.047 -0.197 0.469
H -6.9619 -4.6799 1.2051 0.041 0.428 0.191 0.359
H -3.3104 -3.8719 4.8599 -0.206 0.493 -0.007 0.497
H -2.9282 -2.7629 3.4571 -0.414 0.203 0.304 0.497
H -2.2231 -4.3391 3.6314 -0.180 -0.068 -0.339 0.162
H -2.9584 -2.9043 0.9916 -0.029 0.088 -0.014 0.238
C 2.4751 4.3317 2.5017 -0.235 0.029 0.473 -1.843
C 2.7841 5.7819 2.0817 0.471 -1.055 0.164 1.719
C 4.1223 5.6725 1.3424 0.405 0.116 -0.367 -0.696
C 4.4860 6.8944 0.5004 -0.427 -1.197 0.282 -1.248
C 3.3282 7.1257 -0.4793 1.244 1.106 0.600 -0.299
C 1.9919 7.3310 0.2175 -0.164 0.196 -0.142 1.728
N 1.7469 6.1923 1.1292 0.091 -0.096 -0.488 0.573
O 0.5064 6.3559 1.7922 0.096 -0.042 -0.160 -0.088
C 1.9423 8.6977 0.9174 1.035 0.576 -0.718 -1.905
C 0.9179 7.3311 -0.8672 -0.350 -0.598 -0.411 -1.696
C 2.8984 6.6015 3.3657 0.430 0.636 0.312 -1.772
H 3.1792 4.0065 3.2729 0.058 0.089 -0.046 0.566
H 2.5866 3.6464 1.6654 -0.227 0.067 -0.155 -0.065
H 1.4772 4.2369 2.9355 -0.032 0.016 -0.158 0.367
H 4.9039 5.3966 2.0570 -0.070 0.204 0.103 0.579
H 4.0858 4.8287 0.6430 -0.252 -0.016 0.069 -0.326
H 5.3905 6.6561 -0.0628 0.092 0.253 0.055 0.557
H 4.6800 7.7461 1.1546 -0.036 0.191 -0.239 0.441
H 3.2709 6.3515 -1.2424 0.011 -0.212 0.136 -0.920
H 3.6398 8.0598 -0.9627 -0.656 -0.059 -0.438 0.648
H 2.8053 8.9176 1.5515 -0.450 -0.571 0.715 0.344
H 2.1468 9.4880 0.1820 -0.732 -0.209 -0.301 0.463
H 0.9649 8.8752 1.3586 0.140 0.275 0.283 0.437
H 1.1911 7.9836 -1.6989 -0.049 0.392 0.291 0.518
H 0.8284 6.3506 -1.3502 0.105 -0.134 0.349 0.083
H -0.0743 7.5736 -0.4840 0.084 0.230 -0.071 0.366
H 3.3698 7.5845 3.2684 -0.318 0.055 -0.386 0.305
H 3.5631 6.1146 4.0833 -0.207 -0.347 -0.090 0.462
H 1.9277 6.7216 3.8476 0.024 0.004 0.042 0.370
H 0.5576 7.2123 2.2407 -0.165 0.005 0.168 0.239
```
Positions in Å, forces in eV/Å.

## Properties
Kohn-Sham gap: 0.315 hartree
E_LUMO: 0.020 Eh
Spin multiplicity: 1
Relative energy (zero: lowest compared OMol25 entry of this formula, charge and spin): 161.7 kJ/mol

---

Record 2
Density functional theory data (ωB97M-V/def2-TZVPD) for C7H10 in the gas phase in a non-equilibrium geometry.

The geometry in XYZ format:
```
17
Properties=species:S:1:pos:R:3:forces:R:3:mulliken_charge:R:1
C 0.8533 1.4787 0.5018 0.403 -0.284 0.222 -1.201
C -0.1845 0.8038 -0.2913 0.144 0.401 -2.617 -0.369
C 0.9945 -0.3844 -1.7169 0.146 0.225 -0.138 -1.016
C -0.2246 -0.5689 -0.9776 -0.421 0.737 1.254 0.468
C -0.3059 -1.4907 0.2223 0.042 -0.113 -0.243 -0.701
C -1.0917 -0.6660 1.1612 0.201 -2.334 0.185 -0.246
C -1.8236 -0.4262 2.0850 -0.841 1.602 0.595 -0.107
H 1.3491 2.2253 -0.1050 0.344 0.176 -0.029 0.353
H 0.4031 2.0183 1.3300 -0.162 -0.071 0.284 0.374
H 1.5800 0.7674 0.8664 0.376 -0.023 0.322 0.298
H -0.8808 1.5033 -0.7257 -0.166 0.279 -0.330 0.353
H 0.9995 -0.0950 -2.7569 -0.109 0.093 0.036 0.295
H 1.9407 -0.7113 -1.2884 -0.183 0.339 0.048 0.277
H -1.1392 -0.5532 -1.5859 0.297 -0.329 0.192 0.269
H 0.6841 -1.6836 0.6452 0.006 0.081 -0.074 0.219
H -0.7592 -2.4497 -0.0009 -0.182 -0.258 0.176 0.382
H -2.4294 0.2307 2.6819 0.104 -0.521 0.119 0.352
```
Positions in Å, forces in eV/Å.

## Properties
Kohn-Sham gap (alpha / beta): 0.297 / 0.287 hartree
E_LUMO (alpha / beta): 0.020 / 0.021 Eh
Spin multiplicity: 1
Relative energy (zero: lowest compared OMol25 entry of this formula, charge and spin): 564.2 kJ/mol

---

Record 3
Density functional theory data (ωB97M-V/def2-TZVPD) for a 2-piece molecular cluster, C2H4IN2 overall in a non-equilibrium geometry.

The geometry in XYZ format:
```
9
Properties=species:S:1:pos:R:3:forces:R:3:mulliken_charge:R:1
C -0.0703 0.8160 0.1583 0.114 0.222 1.868 0.136
C -1.5745 -0.9842 0.2116 -0.835 -0.224 0.549 0.364
N -1.1635 0.1842 0.3738 1.606 1.448 -1.134 -0.205
N -2.3537 -1.8336 0.0676 0.069 0.032 -0.194 -0.064
I 3.7023 0.6904 -0.0508 0.433 -0.483 0.639 0.017
H 0.9674 0.5315 0.3394 -0.060 -1.358 -0.619 -0.011
H -0.0840 1.8745 0.1074 -0.791 1.132 -0.356 0.325
H 2.9552 1.5302 -1.1428 -0.319 0.520 -0.688 0.100
H -2.3788 -2.8091 -0.0646 -0.216 -1.290 -0.065 0.337
```
Positions in Å, forces in eV/Å.

## Properties
Kohn-Sham gap: 0.254 hartree
E_LUMO: -0.242 Eh
Spin multiplicity: 1
Net charge: +1
Relative energy (zero: lowest compared OMol25 entry of this formula, charge and spin): 188.1 kJ/mol

---

- Which value of relative energy (zero: lowest compared OMol25 entry of this formula, charge and spin) does entry 1 give?
  161.7 kJ/mol

---

- Number 1 is which compound?
  C54H114N6O6